1.
Formula: C2H5FO2
Source: OMol25
Level of theory: the ωB97M-V functional and the def2-TZVPD basis

LUMO level (spin up / spin down)	0.0 / -0.8	eV
ΔE to the lowest compared entry with this formula, charge and spin	125.6	kcal/mol
HOMO-LUMO gap (spin up / spin down)	10.480 / 7.795	eV
multiplicity	1
HOMO energy (spin up / spin down)	-10.50 / -8.64	eV
electronic energy	-8962.4025	eV

```
10
C2H5FO2, DFT the ωB97M-V functional and the def2-TZVPD basis
C -0.4427 -0.5300 -0.7139
C -0.1569 0.1520 0.6461
O 0.6937 -0.6849 -1.5678
O -0.4933 1.4517 0.7253
F -0.6879 -0.4933 1.7358
H -0.8410 -1.5459 -0.7347
H -1.1437 0.0978 -1.0798
H 2.3974 -0.0092 0.4283
H 1.3521 -0.1393 -1.1577
H -0.6778 1.7011 1.7184
```


2.
Formula: C2H5FOS
Source: OMol25
Level of theory: the ωB97M-V functional and the def2-TZVPD basis

LUMO level (spin up / spin down)	-3.4 / -3.4	eV
ΔE to the lowest compared entry with this formula, charge and spin	74.6	kcal/mol
HOMO-LUMO gap (spin up / spin down)	6.583 / 6.555	eV
multiplicity	1
HOMO energy (spin up / spin down)	-9.99 / -9.97	eV
electronic energy	-17751.0257	eV

```
10
C2H5FOS, DFT the ωB97M-V functional and the def2-TZVPD basis
C 0.9334 -0.6743 0.7100
C 0.0932 0.0835 -0.4523
O -1.8209 0.7022 1.1474
F -1.6457 1.0211 -2.5170
S -0.9649 1.3928 0.2255
H 1.7295 -1.2134 0.2925
H 1.3100 0.1155 1.4114
H 0.3105 -1.4727 1.3201
H -0.5828 -0.5842 -0.9694
H 0.6376 0.6294 -1.1682
```


3.
Formula: C2H5FS
Source: OMol25
Level of theory: the ωB97M-V functional and the def2-TZVPD basis

LUMO level	0.1	eV
ΔE to the lowest compared entry with this formula, charge and spin	39.5	kcal/mol
HOMO-LUMO gap	10.209	eV
multiplicity	1
HOMO energy	-10.13	eV
electronic energy	-15705.6425	eV

```
9
C2H5FS, DFT the ωB97M-V functional and the def2-TZVPD basis
C -0.3012 -0.1769 -0.8817
C 0.1510 -0.4891 0.4122
F -1.3340 0.1206 1.4289
S 1.5386 0.4010 1.0279
H 0.4530 -0.3565 -1.6799
H -0.6816 0.8435 -0.9021
H -1.3613 -0.6594 -1.1354
H 0.2257 -1.4264 0.9008
H 1.3098 1.7433 0.8293
```


4.
Formula: C2H5HgO2
Source: OMol25
Level of theory: the ωB97M-V functional and the def2-TZVPD basis

total charge	+1
LUMO level (spin up / spin down)	-7.5 / -7.5	eV
ΔE to the lowest compared entry with this formula, charge and spin	24.8	kcal/mol
HOMO-LUMO gap (spin up / spin down)	5.775 / 5.782	eV
multiplicity	1
HOMO energy (spin up / spin down)	-13.26 / -13.27	eV
electronic energy	-10410.8841	eV

```
10
C2H5HgO2, DFT the ωB97M-V functional and the def2-TZVPD basis
O -1.4575 -1.1918 -1.9567
Hg -2.3186 -2.0090 -0.6628
C 1.5888 0.7650 0.5599
O 0.3425 0.7333 1.2882
C -0.6341 0.0526 0.8188
H 2.3643 0.3749 1.2276
H 1.5008 0.1643 -0.3529
H 1.7944 1.8131 0.3173
H -1.4339 0.1416 1.5887
H -1.7469 -0.8439 -2.8281
```


5.
Formula: C2H5IN2
Source: OMol25
Level of theory: the ωB97M-V functional and the def2-TZVPD basis

LUMO level	0.4	eV
ΔE to the lowest compared entry with this formula, charge and spin	57.1	kcal/mol
HOMO-LUMO gap	9.405	eV
multiplicity	1
HOMO energy	-9.04	eV
electronic energy	-13231.9774	eV

```
10
C2H5IN2, DFT the ωB97M-V functional and the def2-TZVPD basis
C 0.7300 0.0777 -1.4724
C -0.0576 0.6134 2.0231
N -0.0983 -1.6729 -2.8695
N 0.1502 -0.7394 -2.1627
I -1.5760 1.7105 3.1060
H 0.9495 0.9374 2.3554
H 1.1912 1.0345 -1.4885
H -0.1672 -0.4919 2.4854
H -0.1045 0.5606 0.9176
H -1.0172 -2.0299 -2.8943
```


6.
Formula: C2H5IN2
Source: OMol25
Level of theory: the ωB97M-V functional and the def2-TZVPD basis

LUMO level (spin up / spin down)	0.8 / -2.5	eV
ΔE to the lowest compared entry with this formula, charge and spin	9.4	kcal/mol
HOMO-LUMO gap (spin up / spin down)	7.106 / 6.524	eV
multiplicity	3
HOMO energy (spin up / spin down)	-6.27 / -9.02	eV
expectation value of S²	2.0198
electronic energy	-13231.2191	eV

```
10
C2H5IN2, DFT the ωB97M-V functional and the def2-TZVPD basis
C -0.7189 0.9846 -1.2037
C 0.3180 -1.0812 0.4585
N -0.0377 1.2245 -0.1661
N 0.6240 0.3294 0.5355
I 1.0753 1.0339 2.4499
H -1.1332 1.8404 -1.7086
H -0.8909 0.0056 -1.6453
H 0.9758 -1.6240 1.1329
H -0.7265 -1.2982 0.7100
H 0.5140 -1.4150 -0.5630
```


7.
Formula: C2H5INO3P
Source: OMol25
Level of theory: the ωB97M-V functional and the def2-TZVPD basis

total charge	-2
LUMO level (spin up / spin down)	4.9 / 1.9	eV
HOMO-LUMO gap (spin up / spin down)	2.956 / 3.896	eV
multiplicity	3
HOMO energy (spin up / spin down)	1.93 / -1.97	eV
expectation value of S²	2.0086
electronic energy	-27174.2850	eV

```
13
C2H5INO3P, DFT the ωB97M-V functional and the def2-TZVPD basis
C -0.8753 -0.7660 -1.1836
C -0.5696 -1.2611 -0.1129
N 1.5496 -0.2550 1.3907
O 2.4145 2.3913 0.9283
O 3.2112 0.3804 -0.4694
O 0.8810 1.1899 -0.7656
P 2.0135 1.0262 0.4703
I -11.7373 -0.6919 0.3114
H -1.0548 -0.6568 -2.1776
H 2.9488 -0.5215 -0.3487
H 0.2836 0.5460 -1.2509
H -0.8063 -1.5398 0.8966
H 1.7411 0.1582 2.3112
```


8.
Formula: C2H5IOS
Source: OMol25
Level of theory: the ωB97M-V functional and the def2-TZVPD basis

LUMO level	-0.3	eV
ΔE to the lowest compared entry with this formula, charge and spin	32.5	kcal/mol
HOMO-LUMO gap	8.524	eV
SMILES	CCOSI
multiplicity	1
HOMO energy	-8.84	eV
electronic energy	-23136.8702	eV

```
10
C2H5IOS, DFT the ωB97M-V functional and the def2-TZVPD basis
C -0.1154 -0.1777 -0.4575
C 0.7942 0.0840 0.6793
O 1.6063 -1.0603 1.0053
S 2.7489 -1.4615 -0.3100
I 4.2004 0.2979 0.0184
H 0.5666 0.1164 -1.4389
H -0.2929 -1.2770 -0.6967
H -1.0746 0.3760 -0.4022
H 0.2652 0.2661 1.5969
H 1.5234 1.0193 0.5183
```


9.
Formula: C2H5IS
Source: OMol25
Level of theory: the ωB97M-V functional and the def2-TZVPD basis

LUMO level	0.3	eV
ΔE to the lowest compared entry with this formula, charge and spin	0.0	kcal/mol
HOMO-LUMO gap	9.029	eV
multiplicity	1
HOMO energy	-8.72	eV
electronic energy	-21090.6294	eV

```
9
C2H5IS, DFT the ωB97M-V functional and the def2-TZVPD basis
I 0.1218 2.5251 0.2555
S -1.1067 -0.4546 -0.3236
C 0.5434 -0.9001 -1.0159
C -0.6633 0.6873 1.0735
H 1.1303 -0.0064 -1.1896
H 1.0275 -1.4682 -0.2218
H 0.4561 -1.5213 -1.9291
H 0.0613 0.2066 1.7338
H -1.5705 0.9315 1.6173
```


10.
Formula: C2H5ISi
Source: OMol25
Level of theory: the ωB97M-V functional and the def2-TZVPD basis

LUMO level	0.6	eV
ΔE to the lowest compared entry with this formula, charge and spin	0.0	kcal/mol
HOMO-LUMO gap	9.881	eV
SMILES	I[SiH]1CC1
multiplicity	1
HOMO energy	-9.30	eV
electronic energy	-18132.9072	eV

```
9
C2H5ISi, DFT the ωB97M-V functional and the def2-TZVPD basis
C -0.8485 -0.6111 -0.0214
C 0.4371 -0.0418 -0.9592
Si 0.1677 0.7817 0.6983
I 1.6945 0.1096 2.5133
H -1.8149 -0.4376 -0.4673
H -0.7148 -1.6239 0.3222
H 1.2166 -0.7681 -1.1191
H 0.1132 0.4420 -1.8647
H -0.2510 2.1492 0.8979
```